(1)
Density functional theory data (wB97M-V/def2-TZVPD) for a molecular structure, C20H27FNO3P2Sc in a non-equilibrium geometry.

Geometry as XYZ:
```
55
Properties=species:S:1:pos:R:3:forces:R:3
C 0.463 5.515 -1.220 -0.045 -0.175 0.005
H -0.681 -0.890 5.046 -0.018 0.006 0.020
H -1.702 -2.281 5.466 -0.005 -0.015 0.011
H 0.805 6.532 -1.400 -0.001 0.000 -0.039
H -2.522 -3.842 -2.241 0.012 -0.024 -0.014
H -0.603 5.495 -1.439 0.004 0.009 -0.004
O -2.730 1.182 -1.067 0.020 0.098 0.149
N 1.088 3.134 -1.676 -0.250 -0.109 0.077
H -2.370 -4.266 3.727 -0.044 0.022 0.044
C 4.155 0.323 -1.797 -0.249 -0.047 0.081
F 5.142 -0.562 -1.852 0.064 0.008 -0.022
H 0.844 -3.858 2.765 -0.003 -0.041 0.023
H -0.922 3.465 -1.365 0.046 0.052 0.050
C 2.128 2.220 -1.707 0.136 -0.371 0.005
H -1.178 -4.615 -1.387 -0.006 -0.016 0.012
H 3.065 4.910 -0.946 0.030 0.056 -0.001
C 2.761 4.921 -1.997 0.049 -0.217 -0.078
C -2.287 -4.321 1.560 0.042 0.244 -0.001
C 1.919 0.907 -1.219 -0.133 -0.056 0.059
C -1.502 -1.523 4.709 0.065 0.139 -0.187
C -2.231 -4.345 -1.319 0.118 0.208 -0.001
H -4.613 -2.594 -0.945 -0.015 0.033 0.011
C -0.120 2.746 -1.284 -0.023 0.107 -0.094
C 1.285 4.565 -2.089 0.105 0.475 -0.052
C -1.779 1.090 -0.345 0.107 0.864 -0.863
H -4.660 -2.246 0.783 -0.034 -0.024 0.010
H 5.342 1.842 -2.729 0.001 0.016 0.022
C 0.394 -3.370 3.629 -0.019 0.155 -0.187
P -2.532 -3.228 0.086 -0.629 -0.967 -0.040
H -1.310 -4.802 1.469 -0.014 -0.026 -0.032
H 3.312 3.979 -3.851 0.020 -0.011 -0.007
C 4.376 1.608 -2.300 -0.039 0.043 -0.010
H 0.072 -4.123 4.348 0.002 -0.004 0.024
C -2.395 -3.562 2.892 0.133 0.094 -0.182
H -2.831 -5.246 -1.201 -0.016 -0.009 0.010
H 4.659 4.200 -2.749 0.007 -0.030 0.007
P -1.032 -2.335 3.150 -0.185 -0.694 0.830
C -4.338 -2.974 0.039 0.159 0.144 0.018
H -3.041 -5.110 1.518 0.019 -0.044 -0.023
C 3.384 2.556 -2.262 0.069 0.123 -0.061
H 1.148 -2.735 4.093 0.026 -0.014 -0.017
H 2.900 5.933 -2.372 -0.085 0.029 0.019
C 0.642 0.541 -0.699 0.073 0.986 -0.348
C 2.953 -0.041 -1.264 0.178 -0.089 0.021
Sc -1.093 -1.137 0.795 0.211 -1.815 0.808
H 2.793 -1.041 -0.889 0.018 0.005 -0.018
H -2.385 -0.900 4.571 -0.015 -0.017 0.009
H 0.616 5.292 -0.163 0.000 0.040 0.001
H -3.344 -3.022 2.950 -0.008 -0.009 0.057
H -4.844 -3.924 0.210 -0.018 -0.012 -0.013
C 3.603 3.940 -2.797 -0.057 0.071 0.065
O -1.816 0.533 0.870 -0.699 1.222 0.153
O 0.433 -0.660 -0.193 0.815 0.330 -0.606
C -0.384 1.490 -0.782 0.072 -0.672 0.297
H 0.963 4.636 -3.131 0.008 -0.070 0.001
```
Positions in Å, forces in eV/Å.

Properties
HOMO level: -0.5284 Eh
Kohn-Sham gap: 8.0 eV
Relative energy (zero: lowest compared OMol25 entry of this formula, charge and spin): 6.4 kcal per mole
Net charge: +2

***

(2)
Density functional theory data (wB97M-V/def2-TZVPD) for 2 unconnected molecules or ions with the total composition C7H8N2O4 in a non-equilibrium geometry.

Geometry as XYZ:
```
21
Properties=species:S:1:pos:R:3:forces:R:3
C 1.356 0.587 0.637 1.148 1.255 -1.136
C 2.052 -1.659 0.312 1.812 1.563 -2.701
H -0.598 -0.512 3.054 -3.862 -2.282 1.730
C 2.259 -0.338 0.065 1.061 -3.022 -0.653
H 2.506 -2.401 -0.337 0.637 0.063 0.510
H 0.239 0.313 -2.710 -0.741 -0.155 0.719
O 1.547 1.945 -1.105 -1.153 0.515 1.256
C 0.687 0.243 1.686 -2.228 -0.597 2.333
C -2.129 -0.277 -0.248 2.448 0.838 -0.453
O -0.024 2.362 0.423 1.038 -0.330 -0.838
H -1.719 1.153 0.765 0.404 1.338 0.645
H -1.348 0.940 -3.235 -0.540 0.086 0.247
H 1.252 -2.023 0.849 -1.672 -0.505 1.298
O -2.208 0.364 0.985 -0.528 -0.481 -1.191
O -2.623 -1.519 -0.151 -1.838 0.183 1.688
N 0.940 1.713 -0.050 -0.035 1.030 -0.938
C -0.827 0.456 -2.415 0.861 0.035 0.060
C -1.332 0.170 -1.233 -1.268 -1.083 -0.224
N 0.119 -0.097 2.648 4.151 2.412 -1.094
H -3.221 -1.410 0.664 1.004 -0.800 -1.673
H 3.072 -0.009 -0.604 -0.700 -0.062 0.416
```
Positions in Å, forces in eV/Å.

Properties
SMILES string: C=CC(=C=N)[N+](=O)[O-].C=C=C(O)O
HOMO level: -0.3065 Eh
Kohn-Sham gap: 8.2 eV
Relative energy (zero: lowest compared OMol25 entry of this formula, charge and spin): 189.5 kcal per mole
Net charge: 0

***

(3)
Density functional theory data (wB97M-V/def2-TZVPD) for 6 unconnected molecules or ions with the total composition C4H15NO5 in a non-equilibrium geometry.

Geometry as XYZ:
```
25
Properties=species:S:1:pos:R:3:forces:R:3
O -0.979 -4.189 0.855 0.108 -0.165 -0.866
H 0.509 0.281 2.367 0.150 0.100 0.104
C 0.295 3.807 -0.616 0.645 0.968 -0.601
O 0.954 -0.091 -3.080 0.228 -0.149 -0.145
H 0.461 -1.338 0.300 -0.114 0.166 0.329
O 0.292 -1.992 -0.393 0.131 0.027 -0.188
H 0.055 3.504 -2.777 -0.014 -0.073 -0.365
H 0.414 -3.743 2.946 0.221 0.316 0.116
C -0.179 3.094 0.490 -1.130 -0.900 -0.256
N -0.879 2.116 -1.431 0.685 0.818 1.487
H 1.380 0.390 -2.374 -0.077 0.491 0.678
H -0.853 -3.005 2.909 0.017 0.271 0.116
O 0.246 -0.525 1.922 0.106 -0.431 0.035
H -0.103 3.372 1.535 0.091 -0.251 -0.238
H -1.085 -4.849 0.138 0.060 0.589 0.738
H -0.612 -3.400 0.391 -0.138 -0.419 0.126
H 0.467 -1.291 2.501 -0.255 0.379 -0.103
O 0.043 -2.904 3.266 -0.220 -0.639 -0.267
C -0.916 2.045 -0.050 0.235 -0.821 0.312
H -1.314 1.143 0.424 -0.068 0.589 -0.134
H 0.433 -1.514 -1.216 -0.071 -0.157 -0.278
C -0.117 3.199 -1.768 0.054 0.120 0.107
H 0.896 4.704 -0.612 -0.053 0.037 0.114
H -1.112 1.384 -2.053 -0.389 -0.588 -0.448
H 1.706 -0.200 -3.671 -0.201 -0.279 -0.371
```
Positions in Å, forces in eV/Å.

Properties
SMILES string: c1cc[nH]c1.O.O.O.O.O
HOMO level: -0.3047 Eh
Kohn-Sham gap: 8.8 eV
Relative energy (zero: lowest compared OMol25 entry of this formula, charge and spin): 6.8 kcal per mole
Net charge: 0

***

(4)
Density functional theory data (wB97M-V/def2-TZVPD) for a gas-phase ion, C6H3N2O2S (charge -1) in a non-equilibrium geometry.

Geometry as XYZ:
```
14
Properties=species:S:1:pos:R:3:forces:R:3
H 2.380 -2.627 -0.155 -0.084 -0.049 0.333
O -2.050 -2.085 -0.184 -1.079 0.695 0.528
S -1.847 1.878 0.007 1.984 -0.360 0.061
H 2.517 2.026 0.051 2.026 2.737 0.981
C 0.592 1.293 0.027 -1.804 0.849 -1.285
H 2.241 0.295 -0.162 0.393 2.154 0.134
C -2.580 -0.988 0.114 1.556 0.319 -0.925
N 1.941 1.316 -0.162 -1.756 -5.378 -0.771
C -1.498 0.194 -0.033 0.661 -0.390 0.461
C -0.120 0.021 -0.035 -0.414 -0.089 0.514
C 0.675 -1.183 0.003 -1.035 1.328 0.063
C 1.613 -1.926 0.083 0.620 -0.768 -0.533
O -3.698 -0.590 0.452 -0.080 -0.447 0.046
N -0.165 2.374 -0.008 -0.987 -0.602 0.392
```
Positions in Å, forces in eV/Å.

Properties
SMILES string: C#Cc1c(N)nsc1C(=O)[O-]
HOMO level: -0.1788 Eh
Kohn-Sham gap: 8.3 eV
Relative energy (zero: lowest compared OMol25 entry of this formula, charge and spin): 38.0 kcal per mole
Net charge: -1

***

(5)
Density functional theory data (wB97M-V/def2-TZVPD) for a molecular structure, C28H29Cl2N5OOsS2 in a non-equilibrium geometry.

Geometry as XYZ:
```
68
Properties=species:S:1:pos:R:3:forces:R:3
Cl -4.262 -3.893 -1.305 -0.300 -0.025 -0.271
H 0.859 5.393 0.061 -0.014 0.015 0.001
C -3.323 -4.568 -0.036 0.323 0.189 0.153
N -0.506 0.534 -2.092 0.000 -0.381 0.393
C 2.343 -1.881 0.455 -0.260 -0.522 -0.794
H 1.475 0.798 -4.596 -0.045 -0.044 -0.062
C -0.962 2.634 -3.311 -0.021 -0.061 0.011
N -1.998 -2.609 -0.061 0.738 1.184 -0.413
H 5.314 -3.563 0.443 0.011 0.001 0.051
C 4.335 -3.247 0.111 0.172 -0.054 0.141
H -0.964 3.608 -2.821 -0.030 0.027 -0.004
H 2.687 -0.839 3.169 0.096 0.013 0.075
H -1.269 4.372 4.383 -0.044 0.013 0.238
C 0.439 1.008 -4.324 0.003 0.020 -0.051
H 4.340 -4.493 -1.643 0.055 -0.103 -0.045
H 3.416 0.195 1.927 0.075 -0.100 -0.054
H 1.404 0.454 -1.246 -0.083 -0.015 0.036
S -2.434 0.376 0.588 0.052 -0.497 -0.072
C 3.785 -3.779 -1.053 -0.071 0.094 0.011
H 1.694 6.464 2.127 0.026 0.035 -0.021
C -3.615 -5.808 0.471 -0.073 -0.100 0.019
H 0.330 1.682 -0.557 -0.037 -0.155 -0.039
H 2.079 -3.800 -2.343 -0.054 -0.060 -0.142
C 0.862 5.776 2.169 0.118 0.063 -0.067
H 1.890 0.661 2.710 0.096 -0.072 0.012
H -0.983 -0.584 -3.800 0.091 0.054 0.143
H 0.599 5.975 4.290 0.083 0.010 0.045
C -1.288 4.003 2.289 0.082 0.142 -0.067
H 0.653 -0.841 -3.170 -0.210 0.097 0.046
O 0.635 -2.110 -1.258 -1.462 0.444 -0.234
C -1.485 -4.361 1.517 -0.230 0.200 -0.369
C 0.256 5.494 3.385 0.003 0.056 0.106
C 2.534 -3.393 -1.454 -0.204 0.144 0.080
C -1.355 0.586 1.949 0.262 -0.169 -0.703
C -1.787 -5.600 2.026 0.000 -0.118 0.081
H -1.062 3.857 0.165 -0.064 -0.136 -0.110
H -3.238 3.503 3.010 -0.073 -0.024 -0.085
H -3.076 -7.306 1.904 -0.020 -0.078 0.043
N 0.407 2.306 -3.669 0.138 0.307 -0.333
C -0.801 4.609 3.442 -0.018 0.024 -0.130
H -0.150 1.068 -5.241 0.037 -0.018 0.015
C -2.846 -6.331 1.504 0.022 0.048 0.002
C -2.233 -3.772 0.445 -0.434 -1.430 0.712
Os -1.070 -1.138 -0.658 0.560 0.202 0.058
H -1.196 -5.993 2.839 0.070 -0.029 0.051
H -1.865 1.977 -1.421 0.040 -0.183 -0.202
C 1.679 -0.911 1.291 -0.680 0.764 0.575
H -4.445 -6.367 0.066 -0.050 -0.024 -0.044
C -2.445 3.065 2.404 0.113 -0.460 0.275
H 2.243 2.001 -2.773 -0.005 0.046 0.102
C -0.108 -0.082 -3.373 0.299 -0.364 -0.473
C 2.476 -0.173 2.332 -0.192 0.071 0.135
C -1.540 1.546 -2.374 -0.501 0.353 0.119
C -0.678 4.296 1.076 -0.151 -0.050 0.005
H 1.236 3.244 -2.009 0.068 -0.008 -0.040
C 0.392 5.175 1.014 0.108 0.011 -0.020
N 0.400 -0.672 1.190 -0.253 -0.853 -1.804
N -0.169 0.135 2.089 0.362 0.891 1.610
C 0.655 1.209 -1.489 0.588 0.238 0.282
S -1.960 1.528 3.305 -0.356 0.335 0.034
H -2.839 2.756 1.439 -0.109 0.169 0.053
C 1.769 -2.447 -0.732 1.057 -0.049 0.554
Cl -0.182 -3.440 2.149 0.136 -0.218 0.290
C 3.619 -2.331 0.840 0.049 -0.051 -0.080
H -1.546 2.717 -4.228 -0.038 0.014 0.022
H 4.046 -1.971 1.762 0.050 0.122 0.041
H -2.398 1.044 -2.829 0.073 -0.020 0.118
C 1.225 2.254 -2.470 0.025 0.077 -0.004
```
Positions in Å, forces in eV/Å.

Properties
Expectation value of S²: 6.059
Spin multiplicity: 5
HOMO level (alpha / beta): -0.2554 / -0.2767 Eh
Kohn-Sham gap (alpha / beta): 6.9 / 6.5 eV
Relative energy (zero: lowest compared OMol25 entry of this formula, charge and spin): 20.3 kcal per mole
Net charge: 0

***

(6)
Density functional theory data (wB97M-V/def2-TZVPD) for a molecular structure, C22H36ClN3W in a non-equilibrium geometry.

Geometry as XYZ:
```
63
Properties=species:S:1:pos:R:3:forces:R:3
H 0.046 4.556 -5.564 0.083 -0.075 0.042
H 2.796 -0.508 -8.155 -0.130 0.053 -0.023
H -1.361 3.878 -7.498 0.040 0.001 -0.009
H 0.152 3.457 -8.292 -0.145 -0.071 0.020
H -2.077 -0.090 -3.708 -0.149 0.013 -0.040
H -1.154 1.855 1.948 -0.003 -0.158 0.009
H 3.975 -3.018 -5.791 -0.036 0.077 -0.071
H -0.941 1.717 -4.499 -0.081 0.107 -0.160
H 1.455 0.944 3.382 0.039 0.149 -0.084
H 4.470 0.026 -5.257 -0.095 -0.024 0.000
C 1.322 1.075 -7.728 0.278 -0.191 -0.336
C -1.987 -1.358 -0.541 -1.460 -0.629 -0.131
H 1.151 1.588 -8.654 -0.124 0.047 -0.045
H -0.342 -1.764 1.915 -0.004 -0.079 -0.028
C -2.414 -0.589 -2.808 -0.965 -0.768 0.727
H 1.091 -2.625 -5.224 0.018 0.095 -0.065
N 0.703 1.383 -6.530 0.731 -0.316 -0.299
C -3.713 -1.130 -2.716 0.595 0.140 -0.195
C 0.318 0.298 1.701 0.100 -0.423 -2.042
H -1.947 3.000 -5.235 0.029 -0.116 0.040
H -1.202 2.284 -8.231 0.189 0.088 0.030
C -0.660 3.059 -7.673 -0.269 0.136 -0.172
H 1.183 -1.363 -3.985 0.258 -0.327 -0.228
H 1.546 3.893 -6.240 -0.132 -0.079 0.034
H -1.341 -1.495 0.326 -0.195 0.124 -0.539
H -6.271 -1.835 -1.944 -0.118 -0.002 -0.028
H 0.656 -1.145 3.238 -0.062 -0.128 -0.096
C 3.832 -0.578 -4.602 0.292 -0.050 0.187
C 1.479 1.075 2.291 0.161 0.397 0.287
H -1.940 1.373 -5.946 0.170 0.081 0.084
N 1.994 -0.279 -6.154 0.166 0.436 -0.299
Cl 1.919 -1.648 -1.404 1.582 -1.255 -0.359
C 1.777 -2.059 -4.586 -0.079 -0.435 0.295
H 4.205 -1.767 -7.020 -0.163 -0.139 0.044
C 0.515 -1.137 2.148 0.289 -0.552 0.276
H -1.843 0.245 1.667 0.195 0.089 0.051
C -1.536 -0.704 -1.710 0.182 0.414 0.068
C 2.142 0.030 -7.491 -0.132 0.127 -0.235
C 3.456 -2.265 -6.392 0.086 -0.137 -0.222
N 0.339 0.362 0.201 -0.196 1.335 2.891
C 1.152 0.584 -5.531 -0.413 -0.251 0.470
H -5.482 -3.419 -1.980 -0.101 0.077 -0.006
W 0.392 0.015 -1.479 0.010 0.514 -0.051
C -4.147 -1.784 -1.559 -0.154 0.076 -0.083
H 1.425 2.144 2.070 0.024 -0.108 -0.121
C -5.497 -2.443 -1.477 0.028 -0.143 -0.039
C -1.035 0.788 2.171 -0.277 0.466 0.110
H -3.618 -2.388 0.435 0.038 0.092 -0.165
H -1.136 0.640 3.251 -0.014 0.038 0.059
H 0.964 3.330 -4.653 0.008 -0.018 -0.051
H 1.407 -1.573 1.683 -0.199 0.089 0.003
C -1.319 2.126 -5.443 -0.388 0.108 0.136
H -4.405 -1.048 -3.557 0.162 -0.003 0.090
C 2.777 -1.302 -5.436 -0.385 0.385 0.222
C -0.166 2.556 -6.330 0.271 -0.229 0.118
H 2.434 0.671 1.935 -0.212 0.137 -0.081
H -5.774 -2.629 -0.433 -0.023 0.081 -0.133
H 2.293 -2.766 -3.929 -0.121 0.155 0.006
C -3.285 -1.878 -0.474 0.819 0.182 0.116
C 0.655 3.648 -5.652 -0.016 0.286 0.106
H 2.721 -2.791 -7.017 0.198 0.197 0.018
H 4.479 -1.304 -4.092 -0.179 0.096 0.029
H 3.379 0.084 -3.857 -0.020 -0.180 -0.134
```
Positions in Å, forces in eV/Å.

Properties
Expectation value of S²: 2.378
Spin multiplicity: 3
HOMO level (alpha / beta): 0.1028 / 0.0014 Eh
Kohn-Sham gap (alpha / beta): 1.7 / 4.5 eV
Net charge: -2

***

no.,E (Eh)
1,-2601.74089
2,-681.72922
3,-592.37222
4,-888.62939
5,-3240.72529
6,-1551.26611